# 1
{
  "formula": "C3H9NS",
  "method": "wB97M-V/def2-TZVPD",
  "e_above_lowest_kcal_mol": 79.4,
  "e_homo_ev": -6.052,
  "orbital_gap_ha": 0.211,
  "e_tot_ha": -572.51363,
  "species": ["C", "S", "H", "H", "H", "C", "C", "N", "H", "H", "H", "H", "H", "H"],
  "xyz": [[0.77959, -0.00793, 2.72665], [0.28429, 0.07742, 1.00868], [1.69579, -0.59893, 2.83601], [1.06573, 0.95235, 3.18233], [0.07770, -0.51917, 3.39442], [-0.65822, -0.51822, -1.54643], [0.61966, -0.76893, -1.72473], [-1.23856, 0.80031, -1.79202], [-1.37833, -1.21191, -1.16701], [1.08188, -1.72798, -1.58162], [1.29325, 0.02195, -2.02261], [-0.58866, 1.41018, -2.28784], [-1.99539, 0.78142, -2.48902], [-1.55346, 1.21877, -0.90407]],
  "forces_ev_per_angstrom": [[0.7, 0.1, 1.1], [-0.1, -0.1, -0.3], [0.0, -0.1, -0.3], [-0.4, 0.0, -0.2], [-0.3, 0.3, -0.2], [-0.2, -1.0, -0.5], [0.2, 0.7, -0.5], [-0.2, 0.6, -0.9], [-0.2, -0.2, 0.1], [-0.3, -0.2, 0.2], [0.1, 0.1, -0.1], [0.6, 0.2, 0.7], [-0.3, -0.4, 0.6], [0.3, 0.0, 0.1]]
}



# 2
{
  "formula": "C8H38O11",
  "method": "wB97M-V/def2-TZVPD",
  "e_above_lowest_kcal_mol": 73.2,
  "e_homo_ev": -9.704,
  "orbital_gap_ha": 0.361,
  "e_tot_ha": -1155.08697,
  "species": ["C", "O", "H", "H", "H", "H", "C", "O", "H", "H", "H", "H", "C", "O", "H", "H", "H", "H", "C", "O", "H", "H", "H", "H", "C", "O", "H", "H", "H", "H", "C", "O", "H", "H", "H", "H", "C", "O", "H", "H", "H", "H", "C", "O", "H", "H", "H", "H", "O", "H", "H", "O", "H", "H", "O", "H", "H"],
  "xyz": [[2.55580, 0.49261, 2.61954], [1.22090, 0.27117, 2.85523], [3.22669, 0.54279, 3.47714], [2.99212, -0.31044, 2.02555], [2.80165, 1.44411, 2.14806], [1.03389, 0.06276, 3.77349], [-1.19193, 0.75922, -3.72171], [-0.71347, 0.65374, -5.04523], [-2.09028, 0.16137, -3.56793], [-0.38428, 0.52806, -3.02717], [-1.46501, 1.79101, -3.50051], [-1.39729, 0.95622, -5.64731], [-2.51294, 0.76543, 3.38590], [-2.66499, -0.43967, 4.14299], [-3.50323, 1.22088, 3.38489], [-1.73346, 1.38877, 3.82402], [-2.34891, 0.64318, 2.31528], [-2.38801, -0.24047, 5.04032], [-0.77450, 3.18402, 1.09170], [-1.05491, 2.59287, -0.18050], [-1.63245, 3.14717, 1.76302], [0.07174, 2.60085, 1.45485], [-0.55112, 4.24206, 0.95481], [-1.94356, 2.83673, -0.44964], [0.99996, -3.54000, -1.02684], [2.27085, -2.88334, -0.89945], [0.85687, -4.02965, -1.99010], [0.90609, -4.34772, -0.30098], [0.20981, -2.81844, -0.81915], [2.19694, -2.06265, -1.39200], [-3.74304, -0.41316, -0.42372], [-2.81418, -1.46859, -0.12966], [-3.44133, 0.08053, -1.34749], [-4.71186, -0.85215, -0.66199], [-3.90105, 0.29882, 0.38635], [-1.94062, -1.14787, 0.10619], [2.43668, -0.96055, -3.99617], [2.28460, -0.53103, -2.66023], [1.64973, -1.63890, -4.32580], [2.56225, -0.06392, -4.60311], [3.37799, -1.50474, -4.07298], [1.81816, 0.30698, -2.61799], [2.30020, 2.27398, -0.76773], [1.21867, 1.43515, -1.20111], [3.30006, 1.90301, -0.99303], [2.17179, 3.21353, -1.30518], [2.17692, 2.52944, 0.28471], [0.44749, 1.85489, -0.81292], [1.80276, -2.78867, 2.15353], [0.86290, -2.62694, 2.23555], [1.95695, -2.83451, 1.20995], [-0.72608, -2.26549, 3.10022], [-0.56672, -1.68405, 3.84369], [-1.49143, -1.89200, 2.66321], [-0.36283, -0.44129, 0.42988], [0.21315, -0.22746, 1.16388], [0.12591, -0.16769, -0.34633]],
  "forces_ev_per_angstrom": [[2.7, -0.1, -0.2], [-1.6, 0.4, 0.2], [-0.5, -0.3, 0.7], [-0.2, -0.1, -0.3], [-0.7, 0.2, -0.4], [0.3, -0.1, -0.1], [-0.3, 0.7, 0.1], [0.3, -0.2, -0.2], [0.2, -0.4, 0.2], [-0.2, -0.4, -0.2], [-0.1, 0.3, 0.1], [0.0, 0.0, 0.0], [-1.1, 0.2, 0.2], [0.6, -0.1, -0.5], [0.1, 0.8, 0.3], [-0.1, 0.2, -0.2], [0.6, -0.8, 0.1], [-0.2, -0.1, 0.1], [-0.1, 0.0, -0.5], [-0.4, 0.2, 0.1], [0.1, -0.4, 0.1], [-0.1, 0.3, 0.5], [0.4, 0.0, 0.1], [0.0, 0.0, -0.2], [0.1, 0.1, 0.2], [-0.5, -0.8, 0.3], [0.1, 0.3, -0.3], [0.3, 0.2, 0.3], [-0.3, -0.1, -0.2], [0.2, 0.5, -0.3], [0.7, -0.9, -0.4], [-1.6, 0.0, 0.0], [0.1, 0.5, 0.0], [0.1, -0.3, 0.2], [0.2, 0.1, 0.1], [0.3, 0.6, 0.0], [0.8, 0.3, -0.1], [0.0, -0.6, 0.5], [-0.3, 0.3, -0.1], [-0.4, -0.3, -0.5], [0.0, -0.1, 0.1], [-0.2, 0.1, 0.2], [-0.7, 0.9, -0.4], [1.1, -0.3, 0.3], [-0.4, -0.5, 0.1], [0.3, 0.3, -0.1], [0.3, -0.3, 0.1], [-0.8, 0.1, -0.2], [0.6, 0.0, 0.2], [-0.6, 0.1, 0.3], [0.3, 0.0, -0.5], [0.3, -0.4, -0.1], [-0.2, 0.0, 0.1], [-0.4, 0.1, -0.1], [-0.3, -0.1, -0.1], [0.3, -0.1, 0.7], [0.3, 0.1, -0.4]]
}



# 3
{
  "formula": "C3H10AsBBrF3O4P",
  "method": "wB97M-V/def2-TZVPD",
  "e_above_lowest_kcal_mol": 0.0,
  "charge": -1,
  "e_homo_ev": -4.600,
  "orbital_gap_ha": 0.264,
  "e_tot_ha": -5897.00714,
  "species": ["C", "C", "B", "O", "As", "Br", "C", "F", "F", "F", "P", "O", "O", "O", "H", "H", "H", "H", "H", "H", "H", "H", "H", "H"],
  "xyz": [[-0.68304, 1.27872, 2.25255], [0.68941, 1.21010, 1.54068], [0.50690, 0.95823, 0.01557], [-0.02948, 1.93858, -0.82779], [0.97325, -0.76759, -1.04399], [3.47711, -0.17861, -0.44403], [0.69825, -2.07591, 0.66608], [0.68986, -3.37623, 0.28902], [1.60221, -1.99532, 1.68257], [-0.51503, -1.84553, 1.27347], [-1.33468, -1.04661, -1.67556], [-1.93454, -2.38275, -1.79787], [-1.48432, -0.20192, -3.05586], [-2.15129, -0.10495, -0.62338], [-1.38847, 0.55107, 1.84753], [-1.12671, 2.27281, 2.14339], [-0.58565, 1.07247, 3.32040], [1.20088, 2.17650, 1.64850], [1.32837, 0.45539, 2.00071], [0.63216, 2.50832, -1.23250], [1.46252, -2.03062, -1.74128], [1.15887, 0.10368, -2.37268], [-1.03273, 0.65151, -3.00080], [-2.15386, 0.82866, -0.86473]],
  "forces_ev_per_angstrom": [[-0.1, 0.1, 0.0], [-0.1, 0.0, 0.2], [0.3, 0.1, -0.1], [0.1, 0.0, 0.1], [-1.0, -0.2, -0.3], [0.4, 0.2, 0.1], [-0.1, 0.1, 0.1], [0.0, 0.0, 0.0], [0.0, 0.0, -0.1], [0.1, -0.1, -0.1], [0.3, -0.1, 0.1], [0.0, 0.2, 0.0], [-0.2, 0.1, -0.1], [-0.2, 0.0, 0.1], [0.1, 0.0, 0.0], [0.0, -0.1, 0.0], [0.0, 0.1, 0.0], [0.0, -0.1, 0.1], [-0.1, 0.0, -0.1], [0.0, 0.0, 0.0], [0.2, 0.0, 0.0], [0.0, 0.0, 0.0], [0.2, -0.1, 0.0], [0.1, 0.0, 0.0]]
}



# 4
{
  "formula": "C4H7NO2S",
  "method": "wB97M-V/def2-TZVPD",
  "e_above_lowest_kcal_mol": 180.6,
  "e_homo_ev": [-10.274, -10.273],
  "orbital_gap_ha": [0.319, 0.321],
  "e_tot_ha": -759.78874,
  "species": ["C", "C", "C", "S", "O", "O", "C", "N", "H", "H", "H", "H", "H", "H", "H"],
  "xyz": [[-0.06250, -0.62722, 1.55964], [0.42143, 0.17640, 0.37365], [-0.24812, -0.03417, -0.98925], [2.15753, -0.41004, 0.14311], [2.81728, -1.18581, 1.16586], [2.44119, -0.57232, -1.95001], [3.11825, 1.00583, 0.11174], [3.83248, 1.88247, -0.10672], [-1.08723, -0.82651, 1.35636], [0.52983, -1.65059, 1.52964], [0.09175, -0.16369, 2.55208], [0.52864, 1.26143, 0.53249], [0.61466, -0.07815, -1.79312], [-0.98852, 0.82942, -1.16227], [-0.84186, -0.91521, -1.11218]],
  "forces_ev_per_angstrom": [[1.5, -1.8, 0.2], [0.2, 0.2, -0.3], [0.4, 1.9, -1.4], [2.3, 0.5, -5.3], [-0.9, -0.9, 0.1], [-0.6, -0.1, 5.0], [0.3, 1.2, -0.7], [-0.2, -0.2, 0.4], [-0.9, -0.3, 0.3], [-1.5, 1.8, 0.4], [0.0, -0.2, -0.7], [0.1, -0.4, 0.2], [-1.9, 0.4, 1.3], [1.3, -1.1, 0.1], [-0.1, -0.9, 0.4]]
}



# 5
{
  "formula": "C10H25NO7",
  "method": "wB97M-V/def2-TZVPD",
  "e_above_lowest_kcal_mol": 300.0,
  "e_homo_ev": -8.750,
  "orbital_gap_ha": 0.331,
  "e_tot_ha": -976.87204,
  "species": ["C", "O", "H", "H", "H", "H", "C", "O", "H", "H", "H", "H", "C", "O", "H", "H", "H", "H", "C", "C", "C", "O", "C", "O", "O", "H", "H", "H", "H", "H", "H", "C", "O", "N", "C", "C", "H", "H", "H", "H", "H", "H", "H"],
  "xyz": [[2.29552, -0.24417, -2.79099], [1.16768, 0.61613, -2.64338], [2.09380, -1.04242, -3.50529], [3.09908, 0.35212, -3.22322], [2.52525, -0.92497, -1.97133], [0.37111, 0.26658, -2.23731], [-1.79517, -1.78880, 0.88995], [-1.71861, -0.46411, 1.26376], [-2.75159, -2.19271, 1.22195], [-1.61123, -2.02922, -0.15716], [-1.10087, -2.30145, 1.55571], [-2.58582, -0.07297, 1.13514], [-1.70454, 0.18941, -1.37242], [-1.46575, 1.39844, -2.06841], [-1.76767, 0.69377, -0.40819], [-2.60527, -0.38510, -1.58857], [-0.77983, -0.37702, -1.48270], [-0.82655, 1.92760, -1.58569], [-0.16976, 3.44146, 2.84610], [0.37556, 2.20274, 2.21382], [-0.39429, 0.86479, 2.21484], [-0.52408, 0.60887, 0.80921], [0.04677, 1.59289, 0.06278], [0.13607, 1.57369, -1.17048], [0.46593, 2.53746, 0.90851], [-1.21723, 3.42490, 2.54504], [0.44608, 4.27269, 2.50277], [-0.22571, 3.44490, 3.93466], [1.29124, 1.92574, 2.73619], [-1.30092, 0.94892, 2.81403], [0.25829, 0.11802, 2.66713], [0.56496, -2.45848, 0.73520], [0.39382, -3.70461, 0.77504], [0.79833, -1.77655, -0.41955], [1.47360, -0.52249, -0.23061], [0.46606, -2.28857, -1.74910], [0.63862, -1.85401, 1.65247], [0.86148, 0.18291, -0.79259], [2.46568, -0.71962, -0.63683], [1.52397, -0.13099, 0.78540], [0.23945, -1.48513, -2.44998], [1.05370, -3.07681, -2.21968], [-0.50727, -2.74384, -1.56624]],
  "forces_ev_per_angstrom": [[-1.1, -1.0, -2.0], [2.8, -0.9, -2.6], [-0.2, 0.2, -1.0], [0.1, -0.1, 0.6], [0.7, 1.1, -0.6], [0.6, -0.4, -1.2], [-1.5, -1.8, 1.7], [-9.5, -7.5, 3.2], [-0.3, -0.4, -0.5], [-0.1, 0.3, 0.1], [-0.8, -0.1, -0.4], [-0.3, 0.0, 0.1], [-0.1, 2.8, 0.1], [-9.2, -1.5, -7.0], [-1.0, -2.1, -0.4], [0.1, 0.3, -0.6], [-1.0, -0.8, 0.7], [-3.0, 1.6, -1.6], [-1.1, -0.5, 0.9], [0.1, -1.1, 3.0], [1.4, 1.9, 0.6], [8.0, 7.7, -2.6], [1.2, 0.6, 1.5], [8.1, 3.5, 10.9], [1.4, 1.7, -4.0], [-0.1, 1.0, -0.3], [-0.5, 0.1, 0.0], [0.4, -0.2, 0.1], [0.9, 0.5, -0.8], [-0.2, -0.2, -0.6], [-0.3, -0.3, -0.1], [1.5, -4.1, -1.5], [0.1, 2.7, 0.1], [0.1, -0.7, 2.0], [0.4, -0.2, -0.4], [-1.5, -0.5, 0.8], [0.4, 0.0, -0.3], [2.4, -1.3, 0.6], [-0.1, 1.1, 1.3], [0.2, -0.9, 0.1], [0.5, -0.4, 0.1], [0.6, 0.3, 0.4], [-0.1, -0.4, -0.3]]
}



# 6
{
  "formula": "C3H10O3S2",
  "method": "wB97M-V/def2-TZVPD",
  "e_above_lowest_kcal_mol": 29.4,
  "e_homo_ev": -8.477,
  "orbital_gap_ha": 0.318,
  "e_tot_ha": -1142.34892,
  "species": ["O", "C", "C", "C", "S", "S", "H", "H", "H", "H", "H", "H", "O", "H", "H", "O", "H", "H"],
  "xyz": [[1.82431, -1.22310, -3.07061], [1.61542, -1.33564, -1.88089], [2.03050, -0.42497, -0.84372], [1.65524, -0.91497, 0.57655], [2.43570, 0.27486, 1.81007], [1.00214, 1.02061, 2.92101], [0.68035, -1.97431, -1.57006], [3.16428, -0.17644, -0.99067], [1.42770, 0.53573, -0.96183], [0.51577, -0.84727, 0.68173], [2.00094, -1.92354, 0.88519], [0.05843, 1.63331, 2.01930], [-2.03141, 2.20311, 0.80006], [-2.20372, 2.91593, 0.16089], [-2.75003, 1.60534, 0.62229], [-3.74252, -0.10568, -0.38931], [-4.60359, -0.46205, -0.51729], [-3.07951, -0.80094, -0.25268]],
  "forces_ev_per_angstrom": [[0.7, -0.4, 1.0], [-3.7, -0.6, -2.2], [2.2, 1.8, 1.7], [-0.7, 0.4, 0.8], [0.8, -0.7, -1.9], [-2.8, 0.9, 0.3], [1.5, 0.2, -0.2], [-2.0, -0.3, 0.5], [0.9, -1.0, -0.2], [1.7, -0.2, 0.1], [-0.2, 0.5, -0.6], [1.5, -0.6, 0.8], [0.3, 0.9, -0.4], [0.3, -0.2, 0.4], [-0.6, -0.7, -0.1], [1.6, 0.8, 0.3], [-0.8, -0.8, -0.1], [-0.7, 0.1, -0.1]]
}